(1)
# C37H43I2NO5P

A 6-piece molecular cluster, C37H43I2NO5P overall (ωB97M-V with the def2-TZVPD basis set, OMol25).

Gap between HOMO and LUMO: 7.5599 eV
Total charge: -1
ΔE to the lowest compared entry with this formula, charge and spin: 17.3 kcal/mol

Last column: Mulliken charge in e.
Geometry (Å):
C: 3.131 1.186 0.977  -0.8782
C: 2.380 1.255 -0.361  -0.7900
N: 1.926 -0.059 -0.825  0.6737
P: 3.140 -1.228 -1.174  0.1784
O: 3.519 -1.860 0.306  -0.5154
I: 5.259 -0.177 -1.896  -0.2039
C: 0.904 0.012 -1.873  -0.9391
I: 1.839 0.915 -3.675  -0.0241
O: -0.136 0.865 -1.564  -0.2789
C: -1.208 0.241 -0.867  -0.9355
C: -0.853 -0.366 0.477  0.7784
C: -0.631 0.671 1.580  -1.5696
O: -1.984 -1.155 0.880  -0.3778
C: 0.458 -1.452 -2.306  0.8682
O: 0.153 -2.310 -1.428  -0.4984
O: 0.441 -1.662 -3.505  -0.7534
H: 3.459 2.202 1.194  0.4865
H: 2.481 0.865 1.783  0.1176
H: 4.034 0.592 0.889  0.1641
H: 3.046 1.766 -1.059  0.4165
H: 1.546 1.928 -0.189  0.3642
H: 2.651 -2.091 0.669  0.3701
H: -1.916 1.042 -0.649  0.5412
H: -1.766 -0.457 -1.486  0.3441
H: -0.005 -1.034 0.439  0.3537
H: -1.330 0.516 2.395  0.5086
H: -0.697 1.696 1.218  0.2911
H: 0.368 0.538 1.986  0.0721
H: -1.942 -1.993 0.406  0.2924
C: -5.738 -0.660 0.433  -0.3277
C: -4.801 0.276 0.847  -0.3433
C: -5.180 1.599 1.034  -0.3619
C: -6.497 1.983 0.817  -0.4959
C: -7.434 1.044 0.407  -0.3337
C: -7.053 -0.276 0.212  -0.5455
H: -5.441 -1.691 0.285  0.3863
H: -3.772 -0.029 1.019  0.5524
H: -4.448 2.331 1.351  0.3938
H: -6.793 3.014 0.968  0.3650
H: -8.461 1.342 0.239  0.3573
H: -7.783 -1.007 -0.113  0.3570
C: 0.763 -5.233 -2.370  -0.3943
C: 0.360 -6.564 -2.385  -0.4989
C: 1.298 -7.581 -2.253  -0.3436
C: 2.640 -7.269 -2.091  -0.3214
C: 3.042 -5.939 -2.066  -0.5368
C: 2.103 -4.927 -2.213  0.0021
H: 0.038 -4.436 -2.469  0.4193
H: -0.689 -6.809 -2.500  0.3474
H: 0.981 -8.618 -2.273  0.3405
H: 3.372 -8.060 -1.980  0.3436
H: 4.089 -5.692 -1.934  0.3725
H: 2.407 -3.889 -2.201  0.2392
C: -3.625 -1.469 3.857  -0.1200
C: -3.165 -2.279 4.886  -0.6330
C: -3.731 -2.190 6.150  -0.3623
C: -4.766 -1.296 6.384  -0.3843
C: -5.229 -0.487 5.355  -0.5525
C: -4.657 -0.571 4.092  0.0197
H: -3.179 -1.536 2.873  0.3255
H: -2.361 -2.981 4.702  0.3925
H: -3.367 -2.819 6.953  0.3589
H: -5.212 -1.229 7.369  0.3528
H: -6.038 0.210 5.537  0.3765
H: -5.015 0.063 3.295  0.2052
C: 7.919 2.887 2.392  -0.4569
C: 8.102 3.486 3.631  -0.3118
C: 7.313 3.108 4.708  -0.3649
C: 6.347 2.124 4.548  -0.3930
C: 6.167 1.522 3.310  -0.3733
C: 6.951 1.906 2.231  -0.2704
H: 8.533 3.184 1.551  0.3620
H: 8.859 4.250 3.756  0.3488
H: 7.451 3.580 5.672  0.3485
H: 5.734 1.826 5.389  0.3572
H: 5.415 0.754 3.185  0.4031
H: 6.806 1.440 1.265  0.3519
C: -0.651 5.223 -5.234  -0.5024
C: -0.680 5.797 -6.498  -0.2847
C: -0.902 5.003 -7.615  -0.3943
C: -1.103 3.638 -7.466  -0.3537
C: -1.077 3.065 -6.201  -0.4678
C: -0.848 3.858 -5.086  -0.2241
H: -0.474 5.841 -4.363  0.3540
H: -0.528 6.863 -6.613  0.3432
H: -0.918 5.449 -8.602  0.3425
H: -1.279 3.019 -8.336  0.3536
H: -1.234 2.001 -6.084  0.3828
H: -0.821 3.408 -4.102  0.4410

***

(2)
# C2H2

One molecule with the formula C2H2 (ωB97M-V with the def2-TZVPD basis set, OMol25).

Gap between HOMO and LUMO: 12.1259 eV
ΔE to the lowest compared entry with this formula, charge and spin: 4.7 kcal/mol

Last column: Mulliken charge in e.
Geometry (Å):
C: 0.590 -0.005 -0.024  -0.3749
C: -0.600 -0.156 -0.012  -0.3004
H: 1.635 -0.086 0.031  0.3881
H: -1.626 0.247 0.005  0.2873

***

(3)
# C6H6N4

One molecule with the formula C6H6N4 (ωB97M-V with the def2-TZVPD basis set, OMol25).

Gap between HOMO and LUMO: 9.9679 eV
ΔE to the lowest compared entry with this formula, charge and spin: 0.0 kcal/mol

Last column: Mulliken charge in e.
Geometry (Å):
C: -1.919 1.880 0.048  -1.2751
C: -1.214 0.541 -0.085  0.2141
C: -1.249 -1.723 -0.008  -0.0866
C: 0.745 -0.809 -0.004  0.8353
C: 2.384 0.625 0.013  -0.0615
C: 0.138 0.423 -0.067  0.3456
H: -1.480 2.587 -0.629  0.3633
H: -2.984 1.753 -0.180  0.3652
H: -1.789 2.346 1.013  0.3023
H: -1.930 -2.590 -0.031  0.3769
H: 3.356 1.159 0.173  0.3272
H: 1.188 2.315 -0.052  0.1630
N: -1.931 -0.591 0.052  -0.5798
N: 0.046 -1.961 0.000  -0.5239
N: 2.163 -0.643 0.042  -0.6535
N: 1.198 1.310 -0.048  -0.1126

***

(4)
# C3H7N

C3H7N as an isolated structure (ωB97M-V with the def2-TZVPD basis set, OMol25).

Gap between HOMO and LUMO: 10.1677 eV
ΔE to the lowest compared entry with this formula, charge and spin: 31.2 kcal/mol

Last column: Mulliken charge in e.
Geometry (Å):
C: -0.636 -0.731 -0.125  -0.3942
C: 0.871 -0.598 0.058  -0.3285
C: -0.670 0.747 0.024  -0.3663
H: -1.334 -1.392 0.472  0.2785
H: -0.917 -0.899 -1.187  0.1619
H: 1.430 -1.030 -0.770  0.1848
H: 1.451 -0.766 1.010  0.2522
H: 1.268 1.443 0.291  0.2342
H: -0.919 1.049 1.146  0.1946
H: -1.332 1.385 -0.594  0.2727
N: 0.787 0.794 -0.324  -0.4898

***

(5)
# C23H35FNO

A 3-piece molecular cluster, C23H35FNO overall (ωB97M-V with the def2-TZVPD basis set, OMol25).

Gap between HOMO and LUMO: 8.6110 eV
Total charge: +1
ΔE to the lowest compared entry with this formula, charge and spin: 31.5 kcal/mol

Last column: Mulliken charge in e.
Geometry (Å):
C: 4.264 -1.980 2.128  -1.0756
C: 4.817 -0.942 1.159  -0.0440
O: 5.078 0.327 1.746  -0.4339
C: 3.993 0.972 2.333  -0.7706
C: 2.931 1.440 1.322  -0.0933
N: 1.565 1.431 1.950  0.2029
C: 0.732 2.631 1.627  -0.7207
C: -0.317 2.169 0.589  -0.6717
C: 0.257 0.772 0.163  -0.3292
C: 0.723 0.273 1.502  0.0626
C: -0.389 -0.102 2.493  -1.1831
C: -1.648 -0.684 1.871  -0.8589
C: -1.449 -2.065 1.285  -0.0958
F: -0.194 -2.187 0.665  -0.3069
H: 4.546 -2.975 1.815  0.4023
H: 3.184 -1.905 2.196  0.1919
H: 4.656 -1.809 3.125  0.3222
H: 4.175 -0.873 0.281  0.1073
H: 5.774 -1.290 0.796  0.4152
H: 3.533 0.391 3.139  0.3863
H: 4.394 1.865 2.801  0.3906
H: 3.144 2.461 1.045  0.2777
H: 2.926 0.863 0.411  0.0181
H: 1.716 1.466 2.959  0.4478
H: 1.292 3.455 1.209  0.3612
H: 0.187 3.020 2.478  0.4482
H: -0.300 2.797 -0.290  0.5826
H: -1.293 2.077 1.032  0.2950
H: 1.047 1.037 -0.530  -0.1976
H: -0.400 0.122 -0.388  0.4848
H: 1.393 -0.580 1.485  0.4363
H: 0.000 -0.805 3.222  0.3917
H: -0.678 0.783 3.058  0.4595
H: -2.374 -0.791 2.670  0.5364
H: -2.111 -0.019 1.156  0.2281
H: -1.532 -2.841 2.040  0.4049
H: -2.210 -2.251 0.531  -0.0815
C: 1.941 3.349 -2.353  -0.1288
C: 2.246 2.149 -2.985  -0.2475
C: 1.932 1.974 -4.325  -0.6196
C: 1.323 3.000 -5.033  -0.4041
C: 1.020 4.198 -4.401  -0.3996
C: 1.324 4.373 -3.059  -0.5797
H: 2.186 3.488 -1.304  0.4364
H: 2.729 1.349 -2.436  0.4126
H: 2.164 1.039 -4.818  0.3961
H: 1.083 2.866 -6.079  0.3752
H: 0.545 4.997 -4.955  0.3785
H: 1.083 5.305 -2.565  0.3932
C: -4.571 -3.451 -1.291  -0.3075
C: -5.372 -2.463 -0.733  -0.2756
C: -6.719 -2.707 -0.506  -0.4468
C: -7.263 -3.941 -0.834  -0.3536
C: -6.462 -4.928 -1.390  -0.3872
C: -5.116 -4.683 -1.621  -0.4521
H: -3.520 -3.260 -1.473  0.3932
H: -4.947 -1.500 -0.476  0.3738
H: -7.345 -1.936 -0.077  0.3608
H: -8.313 -4.132 -0.656  0.3632
H: -6.887 -5.890 -1.644  0.3637
H: -4.493 -5.452 -2.059  0.3648

***

no.,total energy (eV)
1,-76287.0145
2,-2103.8724
3,-12279.7604
4,-4712.8021
5,-30666.8040